No. 1
ORCA calculation (ωB97M-V with the def2-TZVPD basis set) on 18 unconnected molecules or ions with the total composition H35O18.

As for the HOMO energy: -5.789 eV. As for the net charge: -1. The value obtained for the energy relative to the best compared isomer or geometry (same formula, charge and spin) is 124.8 kcal per mole. The molar mass comes out at 323.262 g/mol. As for the spin multiplicity: 1. The HOMO-LUMO gap is 7.5 eV.

Last column: Mulliken charge in e.
Element x y z (Å)
O: 0.35753 3.22985 -0.95204  -0.711
H: -1.51036 2.58770 -1.26360  0.391
H: 2.93804 3.71405 -3.04463  0.231
O: 3.74945 0.81340 4.49671  -0.594
H: 2.56886 1.34778 -4.91473  0.196
O: 0.31517 -0.31807 4.38062  -0.651
H: 1.18780 -0.13698 4.59014  0.241
H: 0.22931 0.19173 3.49608  0.493
O: -0.66478 4.96051 1.40290  -0.615
H: -0.39747 -2.11320 -0.27568  0.314
H: -1.41535 4.41013 0.92148  0.266
O: -2.91569 -0.27092 -4.08556  -0.565
H: -3.69417 0.19944 -3.67359  0.319
H: 0.42345 2.21151 -1.29759  0.291
O: -2.57949 -3.14484 4.58940  -0.615
H: -1.88869 -1.87631 1.72067  0.300
H: -3.62230 -3.12232 4.38714  0.302
O: -2.43717 2.58031 -0.83968  -0.611
H: 3.03033 1.13444 -3.09230  0.426
H: -2.44187 2.92524 0.12151  0.219
O: -2.82405 -2.06872 2.10647  -0.611
H: 3.05362 -3.09763 4.20605  0.274
H: 2.70391 -0.14706 -2.48317  0.264
O: -1.25436 -5.49824 -0.99585  -0.685
H: -0.77461 -4.70955 -0.68150  0.295
H: -1.48266 -5.97612 -0.12646  0.343
O: -2.71293 -0.10991 -0.66497  -0.548
H: -2.29636 0.48025 -0.07114  0.328
H: 3.07582 1.35676 4.14144  0.318
O: 3.02260 0.71235 -2.09418  -0.713
H: 1.56157 -3.79146 -1.62555  0.307
H: -3.24978 -1.97367 1.23451  0.314
O: 1.31353 -4.20250 -0.88490  -0.534
H: 0.75409 -4.80010 -1.19778  0.269
H: -0.06796 4.71072 0.76985  0.341
O: 2.00141 1.27259 -4.19530  -1.008
H: 4.62508 0.97609 4.24282  0.277
H: -2.16816 -3.32342 3.78806  0.316
O: 2.00274 3.46795 -2.85297  -0.735
H: -2.17580 -0.05570 -3.71595  0.246
H: 1.30420 3.43450 -1.28599  0.375
O: 0.30360 -2.16163 0.35363  -0.635
H: -2.94589 0.39070 -1.41406  0.229
H: 0.39948 -3.14581 0.27024  0.315
O: 0.49385 1.16161 2.09096  -0.710
H: 1.79715 2.42648 -3.27982  0.413
H: 1.04195 0.63723 1.47793  0.328
O: -1.20004 2.04744 -5.65454  -0.585
H: -0.64268 1.63618 -5.08001  0.271
H: -2.01191 2.09350 -5.21474  0.294
O: 3.08068 -2.19661 4.13346  -0.586
H: 2.10069 -2.04647 3.88809  0.336
H: -0.42583 1.25483 1.80907  0.270



No. 2
ORCA calculation (ωB97M-V with the def2-TZVPD basis set) on 18 unconnected molecules or ions with the total composition H36O18.

As for the HOMO energy: -10.201 eV. The value obtained for the energy relative to the best compared isomer or geometry (same formula, charge and spin) is 82.3 kcal per mole. The molar mass comes out at 324.270 g/mol. As for the spin multiplicity: 1. The HOMO-LUMO gap is 10.1 eV.

Last column: Mulliken charge in e.
Element x y z (Å)
O: 0.43350 2.38891 2.25010  -0.688
H: 0.54866 2.96500 1.47835  0.442
H: 1.27952 1.92304 2.26497  0.319
O: 3.01062 -5.30346 -1.08695  -0.614
H: 2.26888 -5.90362 -0.99834  0.314
H: 3.26677 -5.18748 -2.00128  0.302
O: -4.04906 -0.90683 3.90347  -0.627
H: -4.04484 -1.27546 3.02361  0.318
H: -4.80821 -0.31741 3.91561  0.311
O: -1.85522 2.07579 0.52142  -0.806
H: -2.64996 2.41866 0.10826  0.229
H: -1.44062 1.43740 -0.08585  0.622
O: 2.59635 1.11980 -0.46487  -0.591
H: 2.55566 0.93097 -1.40792  0.271
H: 3.14004 1.91983 -0.40776  0.262
O: 0.16850 3.77740 -0.11002  -0.737
H: -0.58645 3.30767 0.27053  0.328
H: 0.10982 4.63550 0.32598  0.335
O: 1.58908 -4.76418 2.53647  -0.582
H: 1.14255 -5.46023 3.03674  0.292
H: 0.82771 -4.17186 2.49573  0.290
O: 3.72079 -2.57339 3.77569  -0.613
H: 4.40128 -3.13661 3.40695  0.305
H: 3.56630 -2.01322 3.00317  0.303
O: -0.96468 -1.44396 -5.26738  -0.613
H: -1.70422 -1.13128 -5.80831  0.309
H: -0.65261 -2.04587 -5.96087  0.311
O: 1.43472 -1.00756 0.68954  -0.633
H: 1.81928 -0.43872 -0.00044  0.377
H: 0.77337 -0.46952 1.16620  0.320
O: -3.70724 -1.40668 -0.08308  -0.574
H: -3.98692 -2.31151 0.07350  0.299
H: -3.48113 -1.38642 -1.01280  0.279
O: -0.98000 -0.01039 1.52001  -0.474
H: -1.31769 -0.30630 2.36277  0.155
H: -0.59048 0.85777 1.71051  0.415
O: 3.60272 4.05118 0.09967  -0.701
H: 3.63531 3.54006 0.88621  0.285
H: 2.70608 4.34468 -0.09237  0.404
O: -0.56364 4.92715 -2.95476  -0.679
H: -1.46828 5.09049 -2.67196  0.293
H: -0.13936 4.50512 -2.18636  0.397
O: -0.70781 -3.39507 0.69920  -0.595
H: -1.21679 -3.54877 -0.09740  0.252
H: 0.06297 -2.90876 0.36426  0.322
O: -1.01473 0.42765 -0.97065  -0.679
H: -1.30315 -0.16922 -0.25757  0.277
H: -0.88727 -0.00438 -1.81507  0.284
O: -4.40030 -3.19056 -2.48281  -0.606
H: -5.25134 -2.78171 -2.60797  0.308
H: -4.22734 -3.66933 -3.29234  0.298
O: 2.20938 5.27918 -1.96453  -0.620
H: 3.15535 5.32646 -1.92127  0.308
H: 1.70721 5.89305 -2.49961  0.297



No. 3
ORCA calculation (ωB97M-V with the def2-TZVPD basis set) on 18 unconnected molecules or ions with the total composition H36O18.

As for the HOMO energy: -10.014 eV. The value obtained for the energy relative to the best compared isomer or geometry (same formula, charge and spin) is 179.2 kcal per mole. The molar mass comes out at 324.270 g/mol. As for the spin multiplicity: 1. The HOMO-LUMO gap is 9.5 eV.

Last column: Mulliken charge in e.
Element x y z (Å)
O: 4.58085 3.32142 2.30390  -0.630
H: 4.40882 2.45862 2.75662  0.319
H: 5.31302 3.20084 1.75369  0.311
O: -4.00998 0.69732 -2.99354  -0.666
H: -4.71842 0.61646 -3.64911  0.272
H: -3.16202 0.29531 -3.20284  0.305
O: 1.22121 -0.65800 1.97358  -0.383
H: 2.12532 -0.33611 2.26792  0.290
H: 0.99300 -0.00659 1.35438  0.210
O: -0.48036 1.53306 -5.09839  -0.601
H: 0.43465 1.38135 -5.04748  0.300
H: -0.72007 2.28736 -4.49944  0.331
O: -0.98712 -1.86253 -3.41842  -0.691
H: -0.11106 -1.47523 -3.77631  0.364
H: -0.55096 -2.63270 -2.87667  0.369
O: 4.77831 -0.63372 3.40165  -0.640
H: 4.50216 0.09297 4.12832  0.341
H: 4.52364 -1.39260 3.85833  0.285
O: -4.88390 -0.91852 -0.34488  -0.596
H: -4.69442 -0.28323 0.30881  0.298
H: -4.63834 -0.66257 -1.16167  0.312
O: -1.86850 -0.56308 -1.13896  -0.518
H: -1.34766 -1.09135 -1.92889  0.507
H: -1.56511 0.22691 -1.41719  -0.030
O: -3.31219 -0.39427 4.77198  -0.605
H: -3.68707 -0.96708 5.34651  0.289
H: -2.40200 -0.20544 4.95330  0.326
O: 0.24044 1.20056 -0.28624  -0.620
H: 1.03890 0.54912 -0.12950  0.318
H: 0.51072 2.15703 -0.09001  0.293
O: 2.04639 -2.45682 -1.59512  -0.548
H: 2.49546 -2.81627 -2.38850  0.338
H: 2.61219 -2.77715 -0.95558  0.291
O: 1.28591 -0.39875 -4.50561  -0.743
H: 2.17598 -0.37698 -4.98368  0.315
H: 1.30113 -0.11238 -3.56981  0.358
O: 2.44005 -3.10346 3.71315  -0.568
H: 2.96616 -2.61033 3.13336  0.248
H: 1.65035 -3.34659 3.29104  0.320
O: -3.19791 5.19180 -0.70790  -0.647
H: -3.15535 4.70193 -1.58376  0.309
H: -4.00960 4.70624 -0.38306  0.318
O: -2.19195 2.59610 -2.31218  -0.579
H: -1.27871 2.36806 -1.73568  0.284
H: -2.90747 2.03544 -2.40537  0.378
O: -1.03082 -0.99719 1.32317  -0.521
H: -0.74015 -1.17021 0.43740  0.255
H: -1.69352 -1.58971 1.56220  0.231
O: 3.12395 -3.31125 0.59584  -0.756
H: 2.34672 -3.29208 1.32174  0.330
H: 3.02027 -4.09759 -0.08651  0.337
O: 0.59810 1.33936 4.84071  -0.628
H: 0.12802 2.28439 4.94316  0.346
H: 0.48293 1.29812 3.93157  0.273



- spin multiplicity of number 2 (H36O18)?
  1